No. 1
Below is a 2-piece molecular cluster, C3H7N2O2 overall, with properties calculated with the ωB97M-V functional and the def2-TZVPD basis.

```
14
C3H7N2O2, DFT the ωB97M-V functional and the def2-TZVPD basis
O 0.08991 -0.04484 -0.34328
O 1.63631 -0.94723 1.66232
N -0.62729 1.72822 -1.67046
N 0.75071 -2.93652 2.26593
C 0.94241 -1.96560 1.45173
C -1.33302 2.87791 -2.14143
C -0.32135 0.85275 -0.99692
H 0.40285 -2.09266 0.38739
H -0.01453 -3.57234 2.04458
H -0.79408 3.30497 -2.89812
H -2.28753 2.51660 -2.46216
H -1.22047 3.51076 -1.34249
H 1.67649 -0.34068 0.84565
H 1.09958 -2.89133 3.19728
```

As for the molar mass: 103.1 g/mol. The net charge is +1. As for the spin multiplicity: 1. The calculation puts the highest occupied orbital energy at -14.22 eV. The calculation puts the LUMO energy at -0.12676 Eh. The calculation puts the total energy at -10292.413 eV.

Mulliken charges in e: atom 1 (O): -0.580, atom 2 (O): -0.390, atom 3 (N): -0.052, atom 4 (N): -0.237, atom 5 (C): 0.343, atom 6 (C): -0.641, atom 7 (C): 0.314, atom 8 (H): 0.281, atom 9 (H): 0.286, atom 10 (H): 0.274, atom 11 (H): 0.301, atom 12 (H): 0.339, atom 13 (H): 0.484, atom 14 (H): 0.278

***

No. 2
Below is an isolated ion of composition C4H3O2 and charge +1, with properties calculated with the ωB97M-V functional and the def2-TZVPD basis.

```
9
C4H3O2, DFT the ωB97M-V functional and the def2-TZVPD basis
O -3.47395 0.38596 -0.11887
O -0.96559 -2.37351 0.23416
C -2.37496 0.51283 -0.02639
C -0.12010 -0.19266 0.25178
C -1.07269 0.74362 0.31735
C -0.13558 -1.66266 -0.24336
H 0.79074 -1.95762 -0.85453
H 0.86154 0.08054 0.54581
H -1.11065 1.74090 0.61415
```

As for the molar mass: 83.1 g/mol. The net charge is +1. As for the spin multiplicity: 3. The calculation puts the highest occupied orbital energy (alpha / beta) at -13.05 / -16.77 eV. The calculation puts the LUMO energy (alpha / beta) at -0.20754 / -0.33411 Eh. The calculation puts the total energy at -8278.593 eV.

Mulliken charges in e: atom 1 (O): -0.082, atom 2 (O): -0.063, atom 3 (C): 0.511, atom 4 (C): -0.375, atom 5 (C): -0.285, atom 6 (C): 0.082, atom 7 (H): 0.361, atom 8 (H): 0.431, atom 9 (H): 0.420

***

No. 3
Below is a 2-piece molecular cluster, C26H32N4O3 overall, with properties calculated with the ωB97M-V functional and the def2-TZVPD basis.

```
65
C26H32N4O3, DFT the ωB97M-V functional and the def2-TZVPD basis
O 2.16899 -3.54544 1.25378
O 0.25953 3.64183 -1.06267
O 3.17024 -3.48325 5.89417
N -1.90833 3.25930 -1.66984
N -3.82409 2.79329 -0.63341
N 0.08620 -4.27237 1.39084
N 2.10925 -2.97739 4.01354
C 0.04583 2.97211 -4.25255
C 2.21843 -0.77232 -6.88531
C -1.86831 2.60600 0.73205
C 0.93650 -0.21204 -6.87521
C -0.29061 -0.89348 1.83597
C -1.25073 -4.42781 1.96375
C 1.10486 -3.54403 1.86131
C 1.62582 1.33754 -5.13222
C 0.63105 0.84266 -6.00301
C -2.63026 2.23482 1.83698
C -4.00830 2.15238 1.67130
C -0.93830 2.47249 -5.11667
C -2.50082 2.88353 -0.48745
C 0.70865 -0.31781 4.08771
C 2.11670 -3.30653 5.30503
C 0.80815 -3.47664 6.05090
C 0.95417 -2.69690 3.14121
C -0.24739 4.12271 -3.32193
C -0.64785 1.41424 -5.98456
C 3.20303 -0.28234 -6.02209
C 1.32223 2.39369 -4.26332
C 2.90714 0.76873 -5.14792
C -4.56929 2.43761 0.42503
C -0.60645 3.63006 -1.92463
C 0.89144 1.18651 3.84966
C 0.86803 -1.18200 2.81278
H -5.64621 2.36737 0.30716
H 1.80111 -0.89408 2.32459
H -1.82809 -5.13073 1.36006
H 0.62993 4.77252 -3.25344
H -0.29420 0.15711 1.55173
H 0.29801 -4.78408 0.54660
H -4.65148 1.87159 2.49787
H 0.24605 -4.29556 5.60725
H -2.16671 2.02111 2.79635
H 0.17895 -0.59937 -7.54936
H 1.02761 -3.71099 7.09176
H -1.24779 -1.14320 2.29383
H 0.09233 1.58245 3.22783
H -1.18282 -4.81781 2.98136
H -0.27421 -0.49291 4.52735
H 3.67756 1.14197 -4.47981
H 1.85143 1.37078 3.36798
H -2.55949 3.32858 -2.43898
H 4.19768 -0.71850 -6.02832
H -1.06718 4.72899 -3.71427
H 0.03343 -2.98035 3.64366
H -1.93381 2.90510 -5.12551
H -0.16780 -1.46236 0.91430
H -0.79242 2.67467 0.83090
H 2.44862 -1.58899 -7.56320
H 0.87204 1.70665 4.80701
H 3.01888 -2.95192 3.57310
H -1.41974 1.03960 -6.64961
H 2.08653 2.77052 -3.58937
H -1.77097 -3.46869 1.97238
H 0.23810 -2.55261 6.00339
H 1.45915 -0.60596 4.82217
```

As for the molar mass: 448.6 g/mol. As for the spin multiplicity: 1. Its SMILES is CC[C@H](C)[C@H](NC(C)=O)C(=O)NC.O=C(Cc1ccc2ccccc2c1)Nc1ccccn1. The calculation puts the highest occupied orbital energy at -8.17 eV. The calculation puts the LUMO energy at 0.01069 Eh. The calculation puts the total energy at -39586.191 eV.

Mulliken charges in e: atom 1 (O): -0.703, atom 2 (O): -0.649, atom 3 (O): -0.689, atom 4 (N): -0.018, atom 5 (N): -0.578, atom 6 (N): -0.073, atom 7 (N): -0.065, atom 8 (C): 0.805, atom 9 (C): -0.536, atom 10 (C): -0.153, atom 11 (C): -0.644, atom 12 (C): -1.297, atom 13 (C): -0.775, atom 14 (C): -0.160, atom 15 (C): 0.738, atom 16 (C): 0.868, atom 17 (C): -0.325, atom 18 (C): -0.473, atom 19 (C): -0.627, atom 20 (C): 0.236, atom 21 (C): -0.456, atom 22 (C): 0.708, atom 23 (C): -0.982, atom 24 (C): -0.200, atom 25 (C): -1.708, atom 26 (C): -0.968, atom 27 (C): -0.546, atom 28 (C): -0.511, atom 29 (C): -0.741, atom 30 (C): -0.450, atom 31 (C): 0.798, atom 32 (C): -1.278, atom 33 (C): 0.524, atom 34 (H): 0.347, atom 35 (H): 0.291, atom 36 (H): 0.351, atom 37 (H): 0.397, atom 38 (H): 0.117, atom 39 (H): 0.291, atom 40 (H): 0.376, atom 41 (H): 0.281, atom 42 (H): 0.385, atom 43 (H): 0.369, atom 44 (H): 0.324, atom 45 (H): 0.309, atom 46 (H): 0.097, atom 47 (H): 0.256, atom 48 (H): 0.288, atom 49 (H): 0.399, atom 50 (H): 0.387, atom 51 (H): 0.247, atom 52 (H): 0.378, atom 53 (H): 0.487, atom 54 (H): 0.522, atom 55 (H): 0.365, atom 56 (H): 0.457, atom 57 (H): 0.573, atom 58 (H): 0.378, atom 59 (H): 0.413, atom 60 (H): 0.252, atom 61 (H): 0.367, atom 62 (H): 0.427, atom 63 (H): 0.227, atom 64 (H): 0.256, atom 65 (H): 0.315